[1]
Below is a 3-piece molecular cluster, C15H15N2O3 overall in a non-equilibrium geometry, with properties calculated with ωB97M-V with the def2-TZVPD basis set.

Computed properties:
gap between HOMO and LUMO: 7.752 eV
maximum force: 0.0363 Eh/bohr
charge: -1
E_LUMO: 3.022 eV

Each line ends with the Mulliken charge.
CARTESIAN COORDINATES (ANGSTROEM)
N (-0.9507, -1.5421, 0.0120)  -0.555
C (-1.1708, -0.1544, 0.4110)  0.201
N (-2.6270, 0.1447, 0.4584)  -0.468
C (-3.1289, 0.3848, -0.6275)  0.737
O (-3.6511, 0.3345, -1.6735)  -0.467
C (-0.3590, 0.8500, -0.4529)  0.155
O (-0.0810, 0.5795, -1.6373)  -0.775
O (-0.0130, 1.8684, 0.1345)  -0.748
H (-0.0529, -1.6214, -0.4420)  0.272
H (-1.6864, -1.8951, -0.5820)  0.240
H (-0.7936, -0.0522, 1.4288)  0.307
C (1.9844, 1.1856, -3.8513)  -0.306
C (1.4494, 1.3380, -5.1245)  -0.617
C (2.2869, 1.4841, -6.2242)  -0.305
C (3.6653, 1.4694, -6.0545)  -0.413
C (4.2036, 1.3140, -4.7839)  -0.295
C (3.3642, 1.1764, -3.6845)  -0.498
H (1.3258, 1.0741, -2.9909)  0.718
H (0.3747, 1.3432, -5.2576)  0.379
H (1.8651, 1.6089, -7.2150)  0.341
H (4.3191, 1.5789, -6.9121)  0.333
H (5.2794, 1.3010, -4.6503)  0.347
H (3.7845, 1.0608, -2.6933)  0.382
C (-1.8939, -1.2398, 3.8405)  -0.239
C (-2.0419, -0.0723, 4.5761)  -0.357
C (-1.7682, -0.0690, 5.9376)  -0.358
C (-1.3378, -1.2323, 6.5625)  -0.381
C (-1.1863, -2.3994, 5.8257)  -0.293
C (-1.4679, -2.4039, 4.4657)  -0.555
H (-2.1102, -1.2419, 2.7798)  0.399
H (-2.3706, 0.8354, 4.0857)  0.403
H (-1.8892, 0.8412, 6.5122)  0.350
H (-1.1196, -1.2286, 7.6238)  0.340
H (-0.8483, -3.3066, 6.3123)  0.347
H (-1.3542, -3.3143, 3.8909)  0.379

=====

[2]
Below is a 12-piece molecular cluster, C94H207BrN5O6P3 overall in a non-equilibrium geometry, with properties calculated with ωB97M-V with the def2-TZVPD basis set.

Computed properties:
gap between HOMO and LUMO: 7.788 eV
maximum force: 0.0688 Eh/bohr
charge: +4
E_LUMO: -5.821 eV

Each line ends with the Mulliken charge.
CARTESIAN COORDINATES (ANGSTROEM)
C (5.0373, -0.4149, 3.3271)  -1.909
C (4.3850, -0.8004, 2.0279)  1.821
C (5.2534, -0.4009, 0.7603)  -1.768
C (4.7539, -0.8721, -0.6203)  3.223
P (6.0930, -1.1510, -1.7613)  -0.246
C (6.8535, -2.7592, -1.3915)  -0.452
C (8.0199, -2.6259, -0.4310)  -0.455
C (9.0115, -3.8194, -0.6443)  -0.840
C (8.3577, -5.2388, -0.6070)  -0.850
C (5.4337, -1.5120, -3.3739)  -0.090
C (6.3573, -1.5723, -4.5972)  -0.549
C (5.6498, -2.0329, -5.8752)  -1.141
C (4.2588, -1.3895, -6.1152)  -0.593
C (7.2164, 0.2204, -1.7798)  -1.199
C (6.5022, 1.4711, -2.4609)  0.020
C (7.4078, 2.3688, -3.2714)  -0.754
C (6.6641, 3.4677, -4.0510)  -1.210
H (5.8926, -1.0346, 3.6069)  0.409
H (4.3055, -0.3957, 4.1420)  0.361
H (5.3406, 0.6371, 3.3538)  0.396
H (3.4076, -0.4302, 1.9075)  -0.746
H (4.3662, -1.8586, 1.9828)  -0.270
H (6.2698, -0.9007, 0.9267)  0.573
H (5.4131, 0.6792, 0.7678)  0.360
H (4.1024, -0.0660, -1.0644)  -0.622
H (4.1502, -1.8289, -0.5699)  -1.072
H (7.2039, -3.2547, -2.3410)  0.810
H (6.0821, -3.4588, -0.9568)  -0.019
H (7.6066, -2.6850, 0.5780)  0.242
H (8.7207, -1.7958, -0.5525)  0.263
H (9.7993, -3.7480, 0.1194)  0.467
H (9.4412, -3.6177, -1.6731)  0.318
H (7.9021, -5.5037, 0.4009)  0.104
H (9.1122, -5.9891, -0.8517)  0.422
H (7.6046, -5.3527, -1.4039)  0.224
H (4.5779, -0.8115, -3.5296)  -0.635
H (4.9968, -2.4937, -3.1478)  0.867
H (7.1859, -2.2590, -4.4016)  0.400
H (6.8232, -0.5833, -4.8214)  0.205
H (5.5149, -3.1083, -5.8282)  0.280
H (6.3201, -1.8052, -6.7305)  0.437
H (3.5192, -1.6068, -5.3592)  -0.155
H (3.8651, -1.8167, -7.0272)  0.560
H (4.4459, -0.3355, -6.2496)  0.422
H (8.0837, -0.1690, -2.3932)  0.528
H (7.5092, 0.5017, -0.8040)  0.800
H (6.0819, 2.0111, -1.5768)  0.488
H (5.6761, 1.1624, -3.1015)  -0.240
H (8.0878, 1.7896, -3.8440)  0.487
H (7.9632, 2.9058, -2.4887)  0.300
H (6.0120, 3.0381, -4.7997)  0.147
H (7.3352, 4.1445, -4.5586)  0.446
H (6.0652, 4.0305, -3.3627)  0.351
C (4.4968, 1.5503, 6.9483)  -1.011
C (4.2273, 2.3741, 8.2702)  -0.805
C (2.8007, 2.9948, 8.2189)  -0.583
C (1.6990, 1.9239, 8.3470)  -1.107
P (0.1158, 2.5187, 7.7373)  0.573
C (0.2096, 2.3446, 5.9699)  -1.018
C (0.1611, 0.9078, 5.4156)  -0.455
C (0.2322, 0.9303, 3.8896)  -0.314
C (1.6059, 1.3811, 3.3956)  -0.639
C (-1.2045, 1.4996, 8.4704)  -1.585
C (-2.5442, 1.5486, 7.6753)  -0.647
C (-3.5679, 0.6218, 8.2955)  -0.547
C (-4.1207, 1.0308, 9.6812)  -1.356
C (-0.1944, 4.2755, 8.1180)  -1.159
C (-0.6226, 4.4867, 9.5359)  -0.905
C (-0.4969, 6.0030, 9.9530)  -0.677
C (-1.0646, 6.9814, 8.9058)  -1.074
H (4.7745, 2.2317, 6.1767)  0.366
H (3.6627, 0.8723, 6.7056)  0.224
H (5.3646, 0.9113, 7.0585)  0.485
H (5.0293, 3.1311, 8.3669)  0.368
H (4.1517, 1.6652, 9.0759)  0.356
H (2.6911, 3.4907, 7.2181)  0.405
H (2.6480, 3.7881, 8.9745)  0.343
H (1.7171, 1.5540, 9.3965)  0.660
H (1.9752, 1.0295, 7.7838)  0.640
H (1.1364, 2.7729, 5.6202)  0.470
H (-0.6449, 2.8580, 5.5305)  0.610
H (-0.8005, 0.4608, 5.7786)  0.336
H (1.0219, 0.3602, 5.8635)  0.185
H (-0.6335, 1.4546, 3.5110)  0.616
H (0.1108, -0.0530, 3.4002)  -0.222
H (2.2825, 0.7170, 3.9550)  -0.075
H (1.8553, 2.3838, 3.5961)  0.503
H (1.7066, 1.1873, 2.3414)  -0.072
H (-1.2828, 1.9061, 9.4641)  0.746
H (-0.7068, 0.5647, 8.5622)  0.798
H (-2.2913, 1.2176, 6.7064)  0.347
H (-2.8410, 2.6029, 7.6489)  0.347
H (-3.2108, -0.4334, 8.3522)  0.390
H (-4.4421, 0.5019, 7.6296)  0.237
H (-3.7203, 0.4700, 10.4817)  0.332
H (-5.1703, 0.9711, 9.6733)  0.441
H (-3.9613, 2.1179, 9.8803)  0.272
H (-1.0331, 4.4620, 7.4804)  0.974
H (0.6947, 4.8598, 7.7884)  0.651
H (-0.0891, 3.8584, 10.2272)  0.530
H (-1.6514, 4.2567, 9.6220)  0.226
H (0.5706, 6.2453, 10.1477)  0.322
H (-0.9748, 6.0903, 10.9153)  0.469
H (-0.6450, 7.9509, 9.0871)  0.378
H (-2.1841, 7.0840, 8.9114)  0.296
H (-0.9113, 6.6933, 7.8648)  0.303
C (-8.2103, 8.5149, -5.4930)  -1.230
C (-8.7782, 8.0403, -4.1756)  -0.819
C (-8.1522, 6.7790, -3.5925)  -0.514
C (-6.6170, 6.8698, -3.3335)  -0.631
P (-6.2608, 5.8359, -1.8566)  0.421
C (-6.6860, 6.6766, -0.2865)  -0.952
C (-6.4725, 5.8188, 0.9464)  -0.336
C (-6.6291, 6.5993, 2.2408)  -0.752
C (-6.4183, 5.7426, 3.5137)  -1.332
C (-7.1533, 4.2160, -1.9636)  -0.777
C (-6.9587, 3.5897, -3.3530)  -0.629
C (-7.8252, 2.3287, -3.5838)  -0.592
C (-7.8388, 1.7664, -5.0292)  -1.257
C (-4.3823, 5.5364, -1.9024)  -1.140
C (-3.5034, 4.9926, -0.7241)  -0.482
C (-2.0318, 4.9705, -1.1538)  -0.916
C (-1.1655, 4.1772, -0.1737)  -0.256
H (-7.2160, 8.9787, -5.3736)  0.309
H (-8.8334, 9.2922, -5.9511)  0.371
H (-8.0723, 7.7577, -6.2505)  0.337
H (-9.8337, 7.8389, -4.2491)  0.419
H (-8.7076, 8.8904, -3.4979)  0.326
H (-8.3899, 5.9372, -4.2383)  0.364
H (-8.6879, 6.5453, -2.6550)  0.338
H (-6.2122, 7.8600, -3.1525)  0.644
H (-6.0345, 6.3671, -4.1444)  0.467
H (-7.7162, 7.0309, -0.3220)  0.525
H (-6.0665, 7.5592, -0.2007)  0.585
H (-5.5173, 5.2825, 0.9269)  0.108
H (-7.1717, 5.0037, 0.9637)  0.408
H (-7.5750, 7.0562, 2.3243)  0.443
H (-5.9922, 7.4961, 2.2467)  0.410
H (-7.0819, 4.9011, 3.5783)  0.337
H (-6.6059, 6.3801, 4.3614)  0.417
H (-5.4171, 5.2739, 3.5416)  0.290
H (-8.1674, 4.4876, -1.7527)  0.660
H (-6.7361, 3.5168, -1.1864)  0.598
H (-5.9189, 3.2495, -3.5139)  0.090
H (-7.0988, 4.2573, -4.2082)  0.312
H (-8.8165, 2.5810, -3.3065)  0.459
H (-7.4900, 1.5677, -2.8753)  0.279
H (-7.9943, 2.5981, -5.7239)  0.339
H (-8.6154, 1.0484, -5.0982)  0.415
H (-6.8578, 1.2950, -5.3046)  0.269
H (-3.9558, 6.5445, -2.1678)  0.412
H (-4.2370, 4.8221, -2.7455)  0.477
H (-3.7412, 3.9757, -0.4256)  0.360
H (-3.5646, 5.6259, 0.1521)  0.367
H (-1.6687, 5.9768, -1.2612)  0.510
H (-1.9069, 4.5020, -2.1248)  0.398
H (-1.6626, 3.1766, -0.0305)  -0.152
H (-1.0832, 4.6468, 0.8020)  0.681
H (-0.2095, 3.9874, -0.6670)  -0.416
C (-1.2642, 1.5076, -2.4789)  -2.073
C (-0.2507, 0.7044, -1.7050)  3.133
C (-0.4931, -0.7913, -1.7460)  -0.295
N (0.6885, -1.6107, -1.2658)  1.278
C (1.8114, -1.2676, -2.1927)  1.975
C (0.1975, -3.0182, -1.2835)  1.035
C (-0.6212, -3.1133, -0.0365)  -1.347
C (0.0407, -2.2198, 1.0357)  -0.216
C (1.0901, -1.3953, 0.1942)  0.634
H (-0.8488, 2.4824, -2.6493)  0.703
H (-2.2193, 1.4973, -1.9680)  0.265
H (-1.4970, 1.0929, -3.5147)  -0.085
H (-0.2449, 1.0503, -0.6723)  -0.109
H (0.7028, 0.9971, -2.1539)  -1.570
H (-0.6614, -1.0750, -2.8065)  -0.212
H (-1.3769, -1.1141, -1.1273)  -0.720
H (2.6316, -1.9643, -1.9381)  -0.150
H (2.1624, -0.2197, -2.0139)  -0.621
H (1.5096, -1.3982, -3.2446)  -1.195
H (1.0708, -3.6911, -1.1191)  -1.319
H (-0.2205, -3.2720, -2.2497)  0.409
H (-0.5774, -4.1910, 0.3194)  0.667
H (-1.6780, -3.0289, -0.2149)  0.262
H (0.5057, -2.7556, 1.8574)  0.521
H (-0.7276, -1.5061, 1.4395)  -0.074
H (2.1425, -1.7521, 0.3112)  -0.541
H (1.1294, -0.3444, 0.4657)  0.170
C (-7.5936, -2.6037, 6.6371)  -1.131
C (-7.8323, -2.6369, 5.0414)  -0.471
C (-6.4601, -2.9128, 4.3908)  -0.539
N (-6.2382, -2.5866, 2.9441)  0.387
C (-7.2095, -3.3039, 2.0821)  -0.969
C (-4.8277, -2.8353, 2.6456)  -0.622
C (-4.0929, -1.7372, 3.4216)  -0.193
C (-4.9992, -0.4857, 3.2809)  -0.452
C (-6.2703, -1.0689, 2.6935)  -0.843
H (-6.8659, -1.7829, 6.8436)  0.234
H (-7.3403, -3.5583, 7.0489)  0.331
H (-8.5400, -2.3386, 7.0624)  0.434
H (-8.1678, -1.6292, 4.7360)  0.221
H (-8.6232, -3.3399, 4.7875)  0.483
H (-6.0016, -3.8727, 4.5899)  0.477
H (-5.9295, -2.0824, 4.8903)  -0.008
H (-6.9149, -3.1915, 1.0693)  0.347
H (-8.1351, -2.8042, 2.3079)  0.434
H (-7.2991, -4.3558, 2.3914)  0.313
H (-4.6863, -2.6031, 1.5829)  0.424
H (-4.4731, -3.8461, 2.8436)  0.387
H (-3.1405, -1.4968, 2.9358)  -0.127
H (-3.8344, -2.0397, 4.3952)  0.413
H (-4.4759, 0.0695, 2.4468)  -0.116
H (-5.1167, 0.1392, 4.1074)  0.562
H (-6.3072, -1.0170, 1.6164)  0.493
H (-7.1947, -0.7172, 3.1332)  0.580
C (-2.4171, -5.1910, -4.8068)  -1.364
C (-1.5025, -5.8992, -5.7713)  -0.326
C (-0.0785, -6.1228, -5.3760)  -0.068
N (0.7860, -6.2807, -6.5974)  0.356
C (0.3655, -7.4611, -7.3580)  -1.048
C (2.1757, -6.4286, -6.0268)  -0.989
C (2.6090, -5.0001, -5.7273)  0.466
C (2.1130, -4.2856, -7.0453)  0.312
C (0.8353, -4.9755, -7.4367)  -0.691
H (-2.5638, -5.7950, -3.8853)  0.363
H (-3.3389, -5.0895, -5.3681)  0.429
H (-1.9197, -4.2658, -4.5161)  0.176
H (-1.5290, -5.2387, -6.6245)  0.322
H (-2.0088, -6.8565, -6.0309)  0.355
H (0.1554, -6.9891, -4.7524)  0.613
H (0.2772, -5.2106, -4.8787)  -0.442
H (0.1396, -8.2319, -6.6074)  0.374
H (1.1556, -7.8500, -7.9954)  0.367
H (-0.5910, -7.2882, -7.8322)  0.421
H (2.8333, -6.9012, -6.8065)  0.386
H (2.0910, -7.1630, -5.2258)  0.463
H (3.7001, -5.0488, -5.5688)  0.589
H (2.1938, -4.6523, -4.7678)  -0.759
H (2.9409, -4.4307, -7.7565)  0.376
H (1.7896, -3.2078, -6.9539)  -0.487
H (0.7405, -5.2419, -8.4719)  0.456
H (0.0125, -4.4092, -7.0601)  0.136
C (1.5398, 5.7715, -8.1330)  -1.663
C (1.2827, 4.4700, -7.4034)  0.146
C (1.1520, 3.2928, -8.2809)  -0.204
N (0.9282, 1.9858, -7.4650)  0.418
C (0.3278, 0.9639, -8.4147)  -0.872
C (0.1736, 2.0951, -6.1464)  -1.643
C (1.1321, 2.4775, -5.0499)  1.092
C (2.5177, 1.9600, -5.5807)  1.518
C (2.2204, 1.3982, -6.9744)  -1.088
H (0.7179, 6.1166, -8.7412)  0.383
H (2.4043, 5.7939, -8.7848)  0.379
H (1.7271, 6.5408, -7.3787)  0.418
H (0.3942, 4.4875, -6.7395)  0.301
H (2.0957, 4.5317, -6.7106)  0.093
H (2.0793, 3.1070, -8.8288)  0.249
H (0.2815, 3.3011, -8.9525)  0.369
H (1.1077, 0.8734, -9.1923)  0.368
H (-0.5857, 1.3329, -8.8273)  0.379
H (0.2367, 0.0887, -7.8106)  0.231
H (-0.2589, 1.1145, -5.9536)  0.272
H (-0.5971, 2.8732, -6.2650)  0.489
H (0.8524, 2.0044, -4.1246)  -0.916
H (1.2633, 3.5071, -4.8531)  0.316
H (2.9348, 1.1863, -4.9070)  -1.193
H (3.2525, 2.7389, -5.6415)  0.132
H (1.9941, 0.3500, -6.9056)  0.186
H (2.9762, 1.6727, -7.6608)  0.393
C (3.0143, -9.7516, 5.0051)  -1.399
C (2.5467, -8.5990, 4.1063)  -0.270
C (3.2729, -7.3102, 4.5692)  -1.158
N (3.1125, -6.0301, 3.7790)  0.690
C (1.7579, -5.7985, 3.3228)  -0.854
C (4.1372, -5.9908, 2.6415)  0.137
C (5.4867, -5.6443, 3.2584)  -0.367
C (5.1235, -5.1081, 4.6667)  -0.946
C (3.6386, -4.8895, 4.6192)  -0.571
H (2.6686, -10.6875, 4.5881)  0.427
H (2.5825, -9.7345, 6.0123)  0.345
H (4.1103, -9.8393, 4.9865)  0.362
H (1.4825, -8.4300, 4.1920)  0.355
H (2.8371, -8.7105, 3.0601)  0.350
H (4.2977, -7.5977, 4.6956)  0.497
H (2.9218, -7.0831, 5.5928)  0.427
H (1.7874, -4.8909, 2.7708)  0.168
H (1.1578, -5.5290, 4.2062)  0.349
H (1.3137, -6.5834, 2.6990)  0.354
H (3.6706, -5.3025, 1.8581)  -0.647
H (4.1074, -6.9074, 2.1100)  0.604
H (5.9464, -4.8555, 2.6040)  0.027
H (6.2106, -6.4746, 3.2268)  0.289
H (5.6459, -4.2299, 4.9471)  0.650
H (5.3607, -5.8340, 5.4522)  0.291
H (3.4264, -4.0249, 3.9750)  0.291
H (3.1723, -4.7972, 5.5881)  0.397
C (2.9467, -4.7972, -1.9713)  -0.086
C (3.0005, -4.7043, -0.4297)  -0.054
O (3.4687, -3.6474, 0.0862)  -0.236
O (2.5640, -5.7128, 0.1952)  -0.814
H (3.9567, -5.0385, -2.3194)  0.577
H (2.6104, -3.8974, -2.4771)  -0.194
H (2.3128, -5.5566, -2.3944)  0.476
C (2.2951, 3.7241, -0.5097)  -1.831
C (2.7495, 2.4074, -1.0669)  0.677
O (2.6166, 2.1972, -2.3131)  -0.328
O (3.2291, 1.6217, -0.2028)  -0.496
H (3.1810, 4.4005, -0.3959)  0.378
H (1.7785, 3.6491, 0.4603)  0.240
H (1.7559, 4.3276, -1.2084)  0.541
C (-4.0162, -0.7069, -2.0903)  -0.930
C (-3.7421, -0.4759, -0.6141)  0.739
O (-4.1932, -1.4047, 0.1096)  -0.692
O (-3.0494, 0.5138, -0.2154)  -0.622
H (-3.1055, -0.4556, -2.7069)  0.152
H (-4.7813, -0.1185, -2.5638)  0.173
H (-4.1550, -1.7668, -2.2509)  0.381
Br (0.2086, -1.7138, -5.5048)  -0.588

=====

[3]
Below is C2H9N5 as an isolated structure in a non-equilibrium geometry, with properties calculated with ωB97M-V with the def2-TZVPD basis set.

Computed properties:
gap between HOMO and LUMO (spin up / spin down): 6.514 / 7.008 eV
relative energy (zero: lowest compared OMol25 entry of this formula, charge and spin): 123.4 kcal per mole
maximum force: 0.0631 Eh/bohr
E_LUMO (spin up / spin down): 0.437 / 0.796 eV

Each line ends with the Mulliken charge.
CARTESIAN COORDINATES (ANGSTROEM)
N (-1.0859, -0.2809, -0.0479)  -0.073
C (0.2587, -0.2010, 0.2281)  0.140
N (-1.8991, -0.6493, 1.0027)  -0.533
N (-1.5430, 1.1070, -1.2381)  -0.604
N (0.7636, -1.0475, 1.2387)  -0.579
N (2.4112, 0.4109, -0.7302)  -0.485
C (1.0528, 0.5680, -0.5796)  -0.211
H (-2.5221, 0.0856, 1.3201)  0.197
H (-1.5311, -1.0804, 1.8458)  0.281
H (-2.3329, 0.6923, -1.7311)  0.263
H (-1.9500, 1.7336, -0.5398)  0.236
H (1.7579, -0.9642, 1.3918)  0.242
H (0.4712, -2.0134, 1.1510)  0.206
H (2.8054, -0.5037, -0.5562)  0.162
H (2.8348, 0.9177, -1.4916)  0.222
H (0.5085, 1.2254, -1.2637)  0.536